Computed, not measured: 2 unconnected molecules or ions with the total composition C5H15NO in a non-equilibrium geometry, with ωB97M-V/def2-TZVPD.

## Properties
DFT total energy = -8965.2973 eV
Structure (SMILES) = CCNC(C)C.O
Orbital gap = 0.3534 Eh

Last column: Löwdin charge in e.
Element x y z (Å)
C: -0.760 -0.004 -1.957  -0.092
C: -1.273 -0.277 -0.525  -0.276
N: -0.255 0.036 0.480  -0.063
C: -1.930 0.742 2.231  -0.066
C: -0.601 1.028 1.500  -0.453
C: 0.568 1.114 2.484  -0.075
H: 0.319 0.075 -1.837  0.062
H: -1.137 -0.725 -2.668  0.057
H: -1.029 0.975 -2.350  0.058
H: -1.526 -1.326 -0.482  0.101
H: -2.185 0.282 -0.313  0.100
H: 0.046 -0.797 0.953  0.098
H: -1.731 0.481 3.276  0.067
H: -2.473 -0.093 1.797  0.062
H: -2.578 1.616 2.293  0.073
H: -0.636 2.021 1.043  0.130
H: 0.227 1.625 3.385  0.072
H: 1.386 1.693 2.062  0.074
H: 0.904 0.120 2.761  0.074
H: 4.350 -1.773 -3.757  0.029
H: 2.816 -2.072 -3.943  0.025
O: 3.624 -2.348 -3.515  -0.055

***

Computed, not measured: 2 unconnected molecules or ions with the total composition C6H9N2O2 in a non-equilibrium geometry, with ωB97M-V/def2-TZVPD.

## Properties
DFT total energy = -13440.3863 eV
Orbital gap (spin up / spin down) = 0.2947 / 0.1413 Eh
2S+1 = 2

Last column: Löwdin spin population.
Element x y z (Å)
C: -0.883 -1.540 -3.361  0.047
C: -1.341 0.132 -0.310  0.228
C: 0.346 0.065 -1.699  0.254
C: -0.799 -0.592 -2.214  0.296
N: 0.002 0.480 -0.476  0.103
N: -1.772 -0.687 -1.238  -0.009
H: 0.463 1.150 0.207  -0.001
H: -1.884 0.327 0.611  0.007
H: 1.252 0.324 -2.216  0.008
H: -1.330 -2.466 -3.025  0.008
H: 0.064 -1.703 -3.889  0.001
H: -1.618 -1.031 -4.075  0.023
C: 1.626 0.458 3.294  0.002
C: 0.288 1.225 2.908  0.002
O: 0.307 1.583 1.698  0.026
O: -0.648 1.321 3.697  0.002
H: 1.460 -0.162 4.188  0.000
H: 2.464 1.193 3.468  0.000
H: 2.003 -0.078 2.429  0.000

***

Computed, not measured: a molecular structure, C20H28As2NO13Zr in a non-equilibrium geometry, with ωB97M-V/def2-TZVPD.

## Properties
DFT total energy = -172247.5956 eV
Charge = +1
Orbital gap = 0.2500 Eh

Last column: Löwdin charge in e.
Element x y z (Å)
Zr: -1.114 2.524 -0.178  1.636
O: -1.158 2.281 1.904  -0.204
C: -1.031 3.613 2.378  -0.167
C: -0.019 4.392 1.527  -0.124
N: -0.482 4.528 0.161  -0.347
C: -1.657 5.382 -0.059  -0.063
C: -2.768 4.680 -0.914  -0.571
O: -3.710 5.478 -1.246  0.053
O: -2.682 3.440 -1.138  -0.179
C: 0.561 4.705 -0.856  -0.060
C: 1.371 3.396 -1.043  -0.586
O: 2.632 3.564 -1.134  0.071
O: 0.704 2.326 -1.103  -0.239
H: -2.076 1.963 2.107  0.143
H: -0.677 3.564 3.414  0.156
H: -2.018 4.085 2.389  0.141
H: 0.926 3.837 1.556  0.157
H: 0.170 5.377 1.971  0.165
H: -1.370 6.326 -0.540  0.152
H: -2.134 5.663 0.887  0.139
H: 1.217 5.545 -0.601  0.156
H: 0.118 4.916 -1.838  0.158
C: 4.735 -1.485 -0.697  -0.068
O: 3.598 -1.449 0.081  -0.099
C: 2.491 -0.721 -0.221  -0.517
O: 2.478 -0.009 -1.217  0.089
C: 1.332 -0.721 0.730  -0.275
C: 1.082 -1.774 1.509  -0.313
As: 1.326 -3.445 0.543  1.343
C: -0.147 -4.586 1.205  -0.265
C: 0.309 -2.940 -1.140  -0.184
C: -0.256 -1.676 -1.408  -0.172
As: -0.265 -0.090 -0.178  1.303
C: -1.833 -0.789 0.811  -0.280
C: -0.874 -1.279 -2.724  -0.451
O: -0.746 -1.961 -3.729  0.129
O: -1.483 -0.067 -2.822  -0.132
C: -1.984 0.461 -3.993  -0.064
C: 0.140 -4.091 -2.112  -0.458
O: -0.912 -4.187 -2.722  0.130
O: 1.050 -5.084 -2.331  -0.036
C: 2.335 -5.217 -1.854  -0.135
C: 0.239 -1.676 2.731  -0.498
O: -0.006 -0.573 3.201  0.074
O: -0.139 -2.793 3.398  -0.094
C: -0.802 -2.781 4.607  -0.060
H: 5.482 -2.150 -0.218  0.109
H: 5.169 -0.466 -0.786  0.113
H: 4.495 -1.882 -1.706  0.106
H: 0.083 -4.950 2.226  0.039
H: -0.238 -5.470 0.542  0.050
H: -1.111 -4.041 1.200  0.034
H: -1.743 -1.868 1.024  0.033
H: -2.731 -0.648 0.175  0.033
H: -1.991 -0.213 1.744  0.018
H: -2.421 1.459 -3.783  0.100
H: -2.776 -0.200 -4.405  0.116
H: -1.167 0.581 -4.737  0.115
H: 2.833 -6.038 -2.410  0.111
H: 2.333 -5.528 -0.793  0.053
H: 2.911 -4.282 -2.018  0.095
H: -0.987 -3.825 4.930  0.111
H: -1.775 -2.255 4.505  0.109
H: -0.180 -2.275 5.377  0.113
H: -2.660 1.400 -0.178  -0.012

***

Computed, not measured: 10 unconnected molecules or ions with the total composition C30H51Br2N9 in a non-equilibrium geometry, with ωB97M-V/def2-TZVPD.

## Properties
DFT total energy = -185429.9254 eV
Structure (SMILES) = BrCCBr.CCCC#N.CCCC#N.CCCC#N.CCCC#N.CCCC#N.CC#N.CC#N.CC#N.CC#N
Orbital gap = 0.3915 Eh

Last column: Löwdin charge in e.
Element x y z (Å)
C: 4.535 3.592 2.039  -0.128
C: 4.832 4.023 0.700  -0.288
N: 5.090 4.397 -0.391  0.107
H: 5.302 3.994 2.701  0.085
H: 4.475 2.505 2.070  0.054
H: 3.607 4.053 2.378  0.050
C: -0.026 -6.229 0.442  -0.070
C: 1.010 -5.239 0.325  -0.285
N: 1.826 -4.450 0.191  0.157
H: 0.266 -6.945 1.211  0.087
H: -0.218 -6.770 -0.484  0.084
H: -0.927 -5.737 0.808  0.079
C: -1.681 -3.863 -3.567  -0.064
C: -0.670 -3.081 -4.287  -0.268
N: 0.179 -2.458 -4.806  0.131
H: -2.065 -3.405 -2.655  0.073
H: -1.216 -4.786 -3.221  0.076
H: -2.453 -4.094 -4.301  0.084
C: 2.744 4.493 -3.603  -0.048
C: 1.599 3.873 -2.974  -0.275
N: 0.698 3.344 -2.553  0.173
H: 3.245 3.792 -4.271  0.088
H: 3.489 4.771 -2.857  0.070
H: 2.334 5.306 -4.202  0.087
C: 0.272 -0.858 -0.832  -0.118
C: 0.641 -0.023 -2.001  -0.261
C: 2.047 0.650 -1.850  -0.152
C: 2.262 1.237 -0.492  -0.205
N: 2.405 1.704 0.557  0.171
H: 0.211 -0.316 0.112  0.061
H: 0.771 -1.822 -0.729  0.070
H: -0.757 -1.112 -1.087  0.036
H: -0.116 0.746 -2.152  0.065
H: 0.590 -0.592 -2.930  0.085
H: 2.184 1.428 -2.601  0.077
H: 2.772 -0.161 -1.922  0.095
C: -2.291 -2.201 3.406  -0.089
C: -1.173 -2.150 2.384  -0.284
C: 0.089 -2.614 3.036  -0.238
C: -0.013 -3.978 3.535  -0.245
N: -0.025 -5.045 3.929  0.164
H: -2.462 -3.229 3.727  0.074
H: -3.204 -1.927 2.878  0.066
H: -2.114 -1.580 4.284  0.072
H: -1.067 -1.166 1.927  0.078
H: -1.348 -2.733 1.480  0.103
H: 0.268 -1.980 3.905  0.090
H: 0.911 -2.526 2.326  0.089
C: -0.674 1.856 3.137  -0.090
C: -0.418 1.460 4.599  -0.254
C: 1.019 1.218 4.726  -0.242
C: 1.936 2.343 4.583  -0.180
N: 2.663 3.235 4.418  0.166
H: -0.022 2.674 2.833  0.078
H: -1.702 2.127 2.895  0.061
H: -0.449 0.977 2.532  0.053
H: -0.938 0.569 4.951  0.104
H: -0.717 2.303 5.222  0.117
H: 1.264 0.385 4.068  0.084
H: 1.284 0.814 5.704  0.125
C: -2.593 0.075 -3.792  -0.117
C: -1.948 1.230 -4.488  -0.263
C: -2.873 2.140 -5.309  -0.175
C: -4.111 2.522 -4.659  -0.238
N: -5.108 2.775 -4.096  0.139
H: -1.926 -0.478 -3.131  0.045
H: -2.927 -0.617 -4.565  0.080
H: -3.521 0.367 -3.301  0.063
H: -1.125 0.811 -5.066  0.112
H: -1.389 1.870 -3.805  0.077
H: -3.365 1.540 -6.074  0.119
H: -2.324 2.932 -5.819  0.123
C: -2.493 2.272 -0.488  -0.086
C: -3.976 2.225 -0.182  -0.273
C: -4.376 1.036 0.595  -0.203
C: -3.773 -0.244 0.056  -0.172
N: -3.294 -1.237 -0.348  0.153
H: -2.426 3.172 -1.100  0.078
H: -2.207 1.427 -1.115  0.050
H: -1.808 2.404 0.349  0.070
H: -4.564 1.949 -1.057  0.104
H: -4.281 3.161 0.286  0.123
H: -5.439 0.857 0.760  0.121
H: -3.977 1.233 1.590  0.107
Br: 3.416 -1.913 4.078  0.623
C: 4.267 -1.212 2.395  -0.639
C: 4.748 -2.325 1.525  -0.681
Br: 5.303 -1.619 -0.235  0.608
H: 4.960 -0.406 2.632  0.058
H: 3.494 -0.643 1.878  0.025
H: 3.991 -3.106 1.462  0.028
H: 5.571 -2.994 1.775  0.053

***

Computed, not measured: 2 unconnected molecules or ions with the total composition C28H55FN5O4 in a non-equilibrium geometry, with ωB97M-V/def2-TZVPD.

## Properties
DFT total energy = -48270.4891 eV
Charge = +1
Orbital gap = 0.2790 Eh

Last column: Löwdin charge in e.
Element x y z (Å)
C: -1.242 2.048 5.455  0.028
C: -1.541 3.202 4.672  -0.054
C: -0.490 4.359 4.357  -0.399
O: 0.636 4.227 4.884  0.057
O: -0.894 5.447 3.567  -0.050
C: 0.178 5.934 2.716  -0.167
C: -0.369 6.454 1.283  -0.146
C: 0.718 6.237 0.132  -0.198
C: 0.097 6.039 -1.335  -0.188
C: -0.909 4.797 -1.449  -0.180
C: -0.290 3.522 -2.207  -0.126
C: -0.526 2.251 -1.262  -0.223
N: -0.797 0.945 -2.018  0.102
C: -0.448 -0.028 -0.956  -0.146
N: -1.163 -1.022 -0.471  0.041
C: -2.519 -1.299 -1.045  -0.103
C: -2.847 -2.857 -1.255  -0.163
C: -1.846 -3.633 -2.240  -0.185
C: -0.899 -4.711 -1.507  -0.186
C: 0.621 -4.366 -1.962  -0.225
C: 1.709 -5.292 -1.243  -0.194
C: 3.089 -5.398 -2.095  -0.240
C: 4.335 -4.684 -1.378  -0.142
C: -0.553 -1.819 0.647  -0.026
C: -1.036 -1.081 2.006  -0.310
O: -0.188 -1.368 3.125  -0.047
C: -2.577 -1.426 2.369  -0.179
N: -3.429 -0.181 2.246  -0.025
N: 0.925 0.432 -0.588  -0.019
C: 1.929 0.449 -1.698  -0.110
C: 1.970 -0.892 -2.562  -0.330
C: 1.011 -1.126 -3.829  -0.049
N: 2.845 -1.809 -2.242  0.144
C: 0.716 1.878 -0.278  -0.168
C: 0.638 2.381 1.237  -0.229
C: 1.234 1.379 2.320  -0.017
F: -0.708 2.778 1.594  -0.071
H: -1.756 1.892 6.465  0.087
H: -0.544 1.211 5.101  0.055
H: -2.601 3.307 4.274  0.112
H: 1.002 5.155 2.576  0.111
H: 0.655 6.823 3.253  0.141
H: -1.360 5.928 1.106  0.109
H: -0.542 7.579 1.367  0.120
H: 1.475 7.101 0.144  0.127
H: 1.299 5.283 0.369  0.086
H: 0.979 5.807 -2.027  0.109
H: -0.418 7.014 -1.618  0.117
H: -1.330 4.485 -0.430  0.093
H: -1.809 5.136 -2.078  0.121
H: 0.814 3.639 -2.478  0.113
H: -0.859 3.302 -3.181  0.125
H: -1.522 2.365 -0.698  0.152
H: -1.819 1.066 -2.167  0.126
H: -2.640 -0.815 -2.078  0.137
H: -3.331 -0.872 -0.366  0.129
H: -3.884 -2.890 -1.746  0.129
H: -2.873 -3.449 -0.279  0.101
H: -1.270 -2.851 -2.838  0.084
H: -2.477 -4.228 -2.995  0.121
H: -1.098 -5.779 -1.870  0.123
H: -1.002 -4.725 -0.376  0.097
H: 0.658 -4.482 -3.091  0.117
H: 0.801 -3.294 -1.604  0.076
H: 1.986 -4.903 -0.213  0.105
H: 1.315 -6.356 -1.169  0.087
H: 2.955 -4.920 -3.133  0.092
H: 3.358 -6.492 -2.265  0.103
H: 4.012 -4.083 -0.466  0.063
H: 5.202 -5.383 -1.139  0.073
H: 4.746 -3.912 -2.123  0.059
H: 0.578 -1.865 0.607  0.148
H: -0.953 -2.876 0.714  0.122
H: -1.045 0.041 1.741  0.122
H: -0.362 -0.755 3.866  0.087
H: -2.623 -1.713 3.477  0.128
H: -3.014 -2.252 1.725  0.104
H: -2.893 0.641 2.585  0.055
H: -4.211 -0.241 2.925  0.079
H: 2.954 0.612 -1.215  0.149
H: 1.795 1.305 -2.443  0.128
H: 0.312 -0.246 -4.031  0.069
H: 0.483 -2.130 -3.808  0.052
H: 1.718 -1.160 -4.737  0.100
H: 2.688 -2.568 -2.935  0.047
H: 1.524 2.574 -0.707  0.152
H: 1.263 3.341 1.311  0.124
H: 1.542 0.365 1.917  0.081
H: 2.111 1.795 2.906  0.102
H: 0.385 1.177 3.069  0.059
O: 0.652 -8.271 0.289  -0.063
H: 0.812 -9.222 0.327  0.042
H: 0.785 -7.976 1.198  0.039